No. 1
Density functional theory data (wB97M-V/def2-TZVPD) for a gas-phase ion, C4H6BO4 (charge -1) in a non-equilibrium geometry.

Its LUMO energy is 2.75 eV. The HOMO-LUMO gap is 6.62 eV. The calculation puts the HOMO energy at -3.9 eV. Its relative energy (zero: lowest compared OMol25 entry of this formula, charge and spin) is 0.374 eV. Its SMILES is C=C[C@@H](B(O)O)C(=O)[O-].

ORCA input file:
```
! RIJCOSX wB97M-V def2-TZVPD def2/J DEFGRID3
* xyz -1 1
B 0.827 0.790 0.855
C -2.041 -0.043 -1.471
C -1.209 -0.241 -0.443
C 0.869 -1.570 -0.286
C 0.198 -0.028 -0.339
O 0.686 -2.267 0.702
O 1.591 -1.889 -1.269
O 0.294 0.715 2.073
O 1.853 1.715 0.599
H -3.142 -0.236 -1.361
H -1.822 0.128 -2.548
H -1.784 -0.692 0.467
H 0.706 0.324 -1.354
H 0.774 1.115 2.925
H 2.200 2.178 1.450
*
```

***

No. 2
Density functional theory data (wB97M-V/def2-TZVPD) for a single C6H15NO molecule in a non-equilibrium geometry.

Its LUMO energy is 0.99 eV. The HOMO-LUMO gap is 9.22 eV. The calculation puts the HOMO energy at -8.2 eV. Its relative energy (zero: lowest compared OMol25 entry of this formula, charge and spin) is 2.028 eV. Its SMILES is CCNCCCCO.

ORCA input file:
```
! RIJCOSX wB97M-V def2-TZVPD def2/J DEFGRID3
* xyz 0 1
C -0.675 0.335 0.579
C -1.926 -0.492 0.964
C -2.329 -1.404 -0.182
O -3.623 -1.941 0.179
C 0.608 -0.538 0.597
N 1.588 -0.208 -0.398
C 2.538 0.863 -0.171
C 2.288 2.097 -1.034
H -0.621 1.126 1.332
H -0.732 0.864 -0.374
H -1.644 -1.010 1.876
H -2.773 0.147 1.123
H -2.398 -0.965 -1.175
H -1.655 -2.249 -0.172
H -3.787 -2.762 -0.305
H 1.068 -0.533 1.588
H 0.278 -1.574 0.499
H 1.276 -0.324 -1.345
H 2.444 1.094 0.857
H 3.562 0.511 -0.302
H 1.900 1.711 -1.997
H 3.174 2.566 -1.440
H 1.439 2.687 -0.698
*
```

***

No. 3
Density functional theory data (wB97M-V/def2-TZVPD) for a molecular structure, C16H19BiCl2N3O2P in a non-equilibrium geometry.

Its LUMO energy is -8.83 eV. The HOMO-LUMO gap is 4.63 eV. The calculation puts the HOMO energy at -13.5 eV.

ORCA input file:
```
! RIJCOSX wB97M-V def2-TZVPD def2/J DEFGRID3
* xyz 2 1
C -0.237 -3.939 -5.346
C -0.410 -2.915 -4.370
H -1.245 -4.285 -5.630
H 0.348 -4.779 -4.924
H 0.292 -3.562 -6.247
O -1.305 -2.233 -3.935
Cl 1.771 -2.139 -3.808
Bi 0.290 -1.208 -2.094
P -0.077 1.450 -3.098
C -1.426 2.688 -3.033
C 1.367 2.511 -2.718
H 0.889 0.440 -5.089
H 0.320 2.118 -5.373
H -0.869 0.779 -5.288
C 0.083 1.159 -4.888
H 2.268 1.889 -2.654
H 1.476 3.266 -3.508
H -1.249 3.464 -3.793
H -1.455 3.168 -2.046
H 1.203 3.012 -1.753
H -2.391 2.206 -3.239
C -1.820 0.485 -0.891
O -2.646 1.012 -0.338
Cl 2.479 -0.391 -1.202
N -0.547 1.489 9.188
C -0.363 1.186 8.079
C -0.142 0.804 6.702
C -0.984 1.292 5.686
C -0.818 0.851 4.368
C 0.182 -0.096 4.092
C 1.067 -0.521 5.079
C 0.904 -0.075 6.378
N 0.235 -0.691 2.818
C 0.968 -1.829 2.474
C 0.688 -2.101 1.167
N -0.178 -1.122 0.660
C -0.428 -0.300 1.667
H -1.782 2.004 5.931
H -1.487 1.217 3.580
H 1.868 -1.203 4.841
H 1.575 -0.405 7.167
H 1.591 -2.372 3.166
H 1.081 -2.896 0.538
H -1.087 0.573 1.683
*
```

***

No. 4
Density functional theory data (wB97M-V/def2-TZVPD) for 2 unconnected molecules or ions with the total composition C6H16SSi in a non-equilibrium geometry.

Its LUMO energy (alpha / beta) is -0.44 / -2.38 eV. The HOMO-LUMO gap (alpha / beta) is 8.42 / 3.79 eV. The calculation puts the HOMO energy (alpha / beta) at -8.9 / -6.2 eV. Its relative energy (zero: lowest compared OMol25 entry of this formula, charge and spin) is 3.867 eV.

ORCA input file:
```
! RIJCOSX wB97M-V def2-TZVPD def2/J DEFGRID3
* xyz 0 1
C -2.291 0.526 -0.994
C -0.165 0.154 -2.170
C -1.261 -1.701 -0.824
C 0.721 -1.240 1.671
C 1.919 1.348 0.452
C -0.969 -0.164 -0.896
Si 0.314 0.210 0.513
S 2.408 1.922 3.581
H -3.096 0.161 -0.249
H -2.311 1.617 -1.080
H -2.826 0.246 -1.995
H 0.606 -0.699 -2.232
H 0.343 1.142 -2.250
H -0.739 0.035 -3.127
H -0.277 -2.176 -0.973
H -1.823 -1.836 0.133
H -1.976 -1.722 -1.663
H -0.268 -1.765 1.912
H 1.439 -2.040 1.419
H 1.199 -0.631 2.436
H 2.736 0.731 0.711
H 1.847 1.807 -0.454
H 1.860 2.208 1.200
H 2.608 1.866 4.880
*
```

***

Q: What is the formula in the second record?
A: C6H15NO

***

Please write out number 1 again, unchanged.
Density functional theory data (wB97M-V/def2-TZVPD) for a gas-phase ion, C4H6BO4 (charge -1) in a non-equilibrium geometry.

Its LUMO energy is 2.75 eV. The HOMO-LUMO gap is 6.62 eV. The calculation puts the HOMO energy at -3.9 eV. Its relative energy (zero: lowest compared OMol25 entry of this formula, charge and spin) is 0.374 eV. Its SMILES is C=C[C@@H](B(O)O)C(=O)[O-].

ORCA input file:
```
! RIJCOSX wB97M-V def2-TZVPD def2/J DEFGRID3
* xyz -1 1
B 0.827 0.790 0.855
C -2.041 -0.043 -1.471
C -1.209 -0.241 -0.443
C 0.869 -1.570 -0.286
C 0.198 -0.028 -0.339
O 0.686 -2.267 0.702
O 1.591 -1.889 -1.269
O 0.294 0.715 2.073
O 1.853 1.715 0.599
H -3.142 -0.236 -1.361
H -1.822 0.128 -2.548
H -1.784 -0.692 0.467
H 0.706 0.324 -1.354
H 0.774 1.115 2.925
H 2.200 2.178 1.450
*
```